1.
A structure of composition C31H31BBrCl5N5OS2SbTc, computed with ωB97M-V/def2-TZVPD.

- ΔE to the lowest compared entry with this formula, charge and spin (kcal per mole) = 52.4
- <S²> = 3.792
- DFT total energy (eV) = -205885.3714
- 2S+1 = 4
- lowest unoccupied orbital energy (spin up / spin down) (eV) = -1.4 / -2.1
- orbital gap (spin up / spin down) (eV) = 5.3 / 4.5

XYZ file:
```
79
Properties=species:S:1:pos:R:3:forces:R:3
Tc -0.108548 0.251007 0.047461 -0.8 -0.1 -0.5
Cl 4.698769 4.075719 3.705536 -0.1 0.0 0.0
C 3.329206 3.530686 2.818737 0.0 0.1 0.0
C 3.145122 2.175690 2.578227 0.2 -0.2 0.1
Cl 4.285174 1.027972 3.161410 -0.1 0.1 0.0
C 2.043968 1.753165 1.852547 -0.2 0.3 -0.1
Cl 1.794233 0.072547 1.466537 1.0 -0.5 0.5
C 1.095089 2.637435 1.328583 0.3 0.0 0.2
O 0.090163 2.221129 0.600357 -0.1 -0.4 -0.1
C 1.291514 4.003568 1.602448 -0.1 0.0 -0.1
Cl 0.133377 5.112183 0.982686 0.0 0.0 0.0
C 2.392564 4.444767 2.323908 0.0 -0.1 0.0
Cl 2.615642 6.122564 2.600132 0.0 0.0 0.0
C 4.782623 -2.029975 1.357321 -0.2 -0.2 0.0
N 3.688484 -2.852258 0.877848 0.0 0.3 -0.5
C 3.153986 -3.913770 1.560587 -0.5 -0.8 0.1
C 2.303757 -4.546215 0.708150 0.2 -0.2 1.0
N 2.311268 -3.885090 -0.483814 0.0 0.3 -0.5
B 1.758518 -4.472516 -1.806539 0.6 0.1 0.5
N 0.592914 -3.612178 -2.440210 -0.4 0.3 0.0
C 0.212036 -3.931009 -3.726765 0.3 0.1 0.3
C -0.976994 -3.349690 -3.983755 -0.2 0.1 0.1
N -1.325507 -2.664113 -2.842559 -0.1 0.0 0.1
C -2.618788 -2.065801 -2.591481 -0.1 -0.1 -0.1
C -0.345957 -2.813463 -1.914509 0.5 -0.3 -0.8
S -0.464159 -2.133132 -0.322037 0.0 0.5 0.5
C 3.164801 -2.833295 -0.391943 0.2 0.3 -0.1
S 3.494161 -1.704673 -1.593585 0.2 -0.1 0.1
H 5.647238 -2.657040 1.574515 0.0 0.0 0.0
H 4.492735 -1.496608 2.260460 0.0 -0.1 0.0
H 5.041254 -1.317716 0.581440 0.0 0.1 -0.1
H 3.434617 -4.133670 2.577088 -0.1 0.0 0.0
H 1.689086 -5.418408 0.856695 0.1 0.0 0.0
H 2.656049 -4.515685 -2.605691 -0.2 0.0 -0.2
H 1.285113 -5.556514 -1.559955 -0.1 0.0 0.0
H 0.833743 -4.553002 -4.348417 0.0 0.0 0.1
H -1.596205 -3.356054 -4.865351 0.0 0.0 0.1
H -3.144847 -1.954408 -3.536771 0.0 0.0 0.0
H -2.494921 -1.100706 -2.119989 0.0 0.1 0.0
H -3.209156 -2.694067 -1.924053 0.0 0.0 0.0
C -1.384232 -0.150526 1.955518 0.2 0.1 -0.9
C -2.699725 -0.769177 1.766582 -0.4 -0.1 0.0
C -2.895441 -2.157127 1.852012 0.1 0.1 0.0
C -4.118547 -2.734191 1.573373 -0.1 0.0 0.0
C -5.213761 -1.939819 1.230558 0.1 0.1 0.0
C -5.057679 -0.552317 1.188992 -0.1 0.0 -0.1
C -3.826363 0.012416 1.449855 0.2 0.0 0.1
C -6.490280 -2.531599 0.952454 -0.2 -0.1 -0.1
N -7.517863 -2.999343 0.723927 0.2 0.1 0.0
H -0.706724 -0.769594 2.545471 -0.1 0.0 0.1
H -1.445570 0.865814 2.349750 0.0 -0.1 0.1
H -2.059616 -2.786436 2.130229 0.0 0.0 0.0
H -4.242575 -3.809281 1.617597 0.0 0.0 0.0
H -5.912577 0.069066 0.950111 0.0 0.0 0.0
H -3.713982 1.091583 1.434217 -0.1 -0.1 0.0
C -3.997834 1.049806 -2.096655 0.1 -0.3 0.0
Sb -2.128561 1.585464 -1.187343 -0.3 0.7 -0.4
C -2.919150 3.190582 -0.025928 0.1 -0.1 0.1
C -1.357666 2.756475 -2.794287 0.0 -0.1 0.1
H -4.593146 1.959607 -2.177417 0.1 0.0 0.1
H -4.527816 0.320889 -1.484536 0.0 0.0 0.0
H -3.839092 0.638750 -3.093871 0.0 0.0 0.1
H -2.984161 4.065684 -0.671624 0.0 0.0 0.0
H -2.264963 3.409323 0.812746 0.0 0.0 0.0
H -3.915772 2.931579 0.329260 0.0 0.0 0.0
H -2.109677 3.483885 -3.101110 0.0 0.0 0.1
H -1.090394 2.118470 -3.634488 0.0 0.0 0.0
H -0.463180 3.269876 -2.442054 0.0 0.0 0.0
Br 3.966891 1.072235 -5.387535 -0.1 0.0 0.1
C 2.754654 0.883086 -3.939488 0.1 0.0 0.0
C 1.582188 0.169902 -4.117487 -0.1 -0.1 0.0
C 0.712384 0.022101 -3.046289 0.0 0.0 0.0
C 0.976647 0.549427 -1.777572 -0.2 0.2 -0.1
C 2.154805 1.306067 -1.665073 -0.1 0.1 -0.1
C 3.044314 1.469706 -2.721243 -0.1 0.0 0.1
H 1.354237 -0.273884 -5.079048 0.0 0.0 0.1
H -0.199740 -0.531547 -3.225160 -0.1 -0.1 0.0
H 2.413338 1.802046 -0.736150 0.0 -0.1 0.0
H 3.955926 2.038941 -2.587933 0.0 0.0 0.0
```
Positions in Å, forces in eV/Å.

---

2.
A cluster of 4 separate species, C23H57NO14P3 in total, computed with ωB97M-V/def2-TZVPD.

- DFT total energy (eV) = -82801.1322
- 2S+1 = 1
- lowest unoccupied orbital energy (eV) = 2.3
- orbital gap (eV) = 4.3
- net charge = -1

XYZ file:
```
98
Properties=species:S:1:pos:R:3:forces:R:3
C 1.916377 -0.119486 -1.143449 -0.1 -0.2 0.0
C 0.797482 0.135881 -2.150407 0.9 -0.2 0.2
O -0.204809 0.922777 -1.598760 0.3 -0.2 -0.3
C -1.409684 0.947749 -2.402188 -0.9 0.8 0.6
N -2.518734 0.764176 -1.567890 0.2 -0.3 -0.2
C -3.653751 0.308497 -2.305707 0.0 0.6 1.2
C -4.910364 0.543953 -1.446241 -0.1 -0.5 -0.3
O -5.291965 -0.646944 -0.728255 -0.2 0.2 0.2
H 2.599306 -0.876543 -1.541146 0.0 0.1 -0.1
H 1.503930 -0.529771 -0.220422 0.0 0.2 0.1
H 2.510351 0.773991 -0.944913 -0.1 0.1 0.2
H 1.291967 0.610141 -3.020539 -0.4 0.0 -0.2
H 0.435639 -0.855532 -2.458893 -0.3 0.2 -0.1
H -1.333188 0.232168 -3.252765 0.3 -0.2 0.1
H -1.439457 1.981198 -2.854053 0.4 -0.1 -0.3
H -3.621606 -0.801417 -2.451735 -0.1 0.1 -0.7
H -3.818130 0.838255 -3.271891 0.1 -0.3 -0.2
H -4.694732 1.305256 -0.701655 0.1 0.0 0.0
H -5.772046 0.861047 -2.052559 0.0 0.1 0.0
H -5.518001 -1.294210 -1.399913 0.1 -0.1 0.0
O -4.202181 -6.169930 0.807988 -2.6 0.8 0.0
P -4.132300 -5.877328 2.252041 5.3 -1.3 1.4
O -3.056965 -4.686657 2.455485 -1.0 0.0 0.0
C -2.897962 -3.639192 1.482247 0.3 0.5 -0.4
C -3.906848 -2.525914 1.649381 0.0 0.0 0.2
O -3.337325 -7.160017 2.857476 -0.4 -0.1 0.1
C -2.931650 -8.242180 2.028521 0.2 -0.1 -0.1
C -1.542924 -8.011119 1.469405 0.1 0.1 0.0
O -4.897955 -5.741656 3.657901 -1.4 0.4 -1.3
C -5.478895 -4.511918 4.097669 -0.4 0.4 0.3
C -6.762285 -4.177197 3.363975 0.0 -0.2 -0.1
H -2.937099 -4.034935 0.467022 -0.1 -0.2 0.1
H -1.893162 -3.240812 1.625298 0.0 -0.1 0.1
H -4.927947 -2.905692 1.562876 0.0 0.0 -0.1
H -3.765541 -1.758848 0.886611 0.0 0.0 0.0
H -3.806287 -2.049687 2.627454 0.0 0.0 0.0
H -3.655147 -8.419415 1.233737 0.0 0.2 -0.1
H -2.928024 -9.133462 2.660607 0.0 0.1 0.1
H -1.483770 -7.065865 0.929996 -0.1 0.0 -0.1
H -1.262076 -8.818622 0.790597 0.0 0.0 0.0
H -0.811300 -7.966273 2.277858 0.0 0.0 0.0
H -4.752605 -3.701851 4.039682 0.1 -0.1 -0.3
H -5.695740 -4.650570 5.157781 0.1 -0.2 0.0
H -6.611949 -4.173264 2.282401 0.0 0.1 0.0
H -7.133429 -3.199496 3.670664 0.0 0.0 0.0
H -7.529730 -4.921805 3.581577 0.0 0.0 0.0
O 5.048164 4.350315 -6.243155 0.2 -1.3 2.3
P 3.982632 5.180695 -5.649101 -1.4 3.5 -4.1
O 2.622995 4.873772 -6.489356 0.3 -0.4 0.8
C 2.351199 3.576328 -7.021533 -0.2 -0.4 -0.4
C 1.727046 2.639399 -6.005541 0.0 0.2 0.1
O 4.351111 6.682152 -6.146973 0.1 -0.1 0.4
C 5.515760 6.946832 -6.919251 0.1 0.1 -0.2
C 5.224292 6.840964 -8.402047 -0.1 0.0 -0.1
O 3.311429 5.812449 -4.344795 0.9 -1.6 0.7
C 2.309240 5.119676 -3.586985 -0.4 -0.2 0.6
C 2.881283 3.992147 -2.755854 0.2 0.0 0.0
H 3.252526 3.129237 -7.444809 0.1 0.2 0.1
H 1.655166 3.726893 -7.848510 0.0 0.2 0.0
H 2.378122 2.509103 -5.139339 0.0 -0.1 0.0
H 1.550835 1.659198 -6.449158 0.0 0.0 0.0
H 0.769874 3.021178 -5.649135 0.0 0.0 0.0
H 6.336061 6.292040 -6.627934 -0.1 -0.1 0.0
H 5.822245 7.967335 -6.679081 -0.1 0.0 0.1
H 4.803688 5.867833 -8.655857 0.1 -0.1 0.1
H 6.135069 6.990557 -8.984949 0.0 0.0 0.0
H 4.493490 7.594737 -8.699519 0.0 0.0 0.0
H 1.504817 4.778972 -4.237008 0.2 0.0 -0.2
H 1.867081 5.866044 -2.927327 0.1 0.1 -0.1
H 3.458707 3.295749 -3.370170 -0.1 0.0 0.0
H 2.078197 3.444438 -2.260492 0.0 0.0 0.0
H 3.556192 4.383203 -1.993300 0.0 0.0 0.0
O 2.476545 0.464951 3.327668 2.3 1.0 1.3
P 1.721375 0.740176 4.564382 -5.5 -1.8 -1.3
O 1.284486 -0.715682 5.169641 0.8 0.6 0.4
C 2.113906 -1.860608 5.013056 0.1 -0.5 -0.2
C 3.207581 -1.947510 6.060897 -0.1 0.1 0.1
O 0.316779 1.327124 4.057867 0.4 0.4 0.2
C 0.037739 1.545015 2.661684 -0.2 -0.1 -0.4
C -0.582208 0.325792 2.024630 -0.1 -0.2 -0.1
O 1.553208 1.595545 5.923025 2.0 0.1 -0.4
C 2.211996 1.254312 7.138254 0.3 0.1 0.5
C 3.691294 1.590132 7.114938 0.0 0.1 -0.1
H 2.547306 -1.898284 4.012346 0.0 0.2 0.0
H 1.457575 -2.727574 5.105384 -0.1 0.1 0.0
H 3.852400 -1.067064 6.028382 0.1 -0.1 -0.1
H 3.826095 -2.830283 5.893235 0.0 0.0 0.0
H 2.785518 -2.018318 7.065007 0.0 0.0 0.0
H 0.935185 1.858318 2.130941 0.1 -0.1 0.1
H -0.664961 2.377373 2.615157 0.0 0.0 0.2
H 0.043681 -0.560256 2.156040 0.2 0.1 0.0
H -0.739862 0.486340 0.954228 -0.1 0.0 0.0
H -1.547423 0.103350 2.483702 0.0 0.1 0.0
H 2.033962 0.209007 7.392365 0.0 -0.1 -0.3
H 1.722769 1.842463 7.916000 -0.1 0.1 -0.1
H 4.189350 1.131812 6.257415 0.0 -0.1 0.1
H 4.176388 1.247117 8.029529 0.0 0.0 0.0
H 3.834606 2.668025 7.032537 0.0 0.0 0.0
```
Positions in Å, forces in eV/Å.

---

Among the records above, which one has the highest DFT total energy?
C23H57NO14P3

---

Which of these has the lowest DFT total energy?
C31H31BBrCl5N5OS2SbTc

---

Number 2 is which compound?
C23H57NO14P3